C36H43IrN10O7P2 as an isolated structure in a non-equilibrium geometry. Source: the Open Molecules 2025 dataset; level of theory: the ωB97M-V functional and the def2-TZVPD basis.

Structure (XYZ):
```
99
Properties=species:S:1:pos:R:3:forces:R:3:mulliken_charge:R:1
Ir 0.2280 -0.0984 0.0218 0.602 0.916 0.066 5.0594
O 7.6208 -1.3941 -0.4196 -0.047 0.067 -0.003 -0.5279
N 6.8203 -0.6404 -0.9133 0.025 0.013 -0.076 0.9476
O 7.0137 0.1181 -1.8433 -0.018 -0.064 0.078 -0.5552
C 5.4660 -0.6109 -0.3139 -0.019 -0.015 -0.097 0.1558
C 5.3822 -0.8068 1.0136 -0.042 -0.053 0.104 -0.9051
C 4.1077 -0.7503 1.6695 0.108 0.067 0.040 0.7921
C 3.9114 -0.9557 3.0460 0.029 -0.031 0.033 -0.7542
C 2.6450 -0.8393 3.5676 0.031 0.104 0.000 -1.1149
C 1.5717 -0.5415 2.7229 0.127 0.051 -0.048 -0.1210
N 1.7438 -0.3850 1.4167 -0.411 -1.598 0.146 -0.0607
C 2.9860 -0.4761 0.8959 -0.074 0.230 0.016 -0.5618
C 3.0829 -0.2756 -0.5052 -0.042 -0.063 -0.100 0.2299
N 1.9065 -0.0479 -1.1638 0.107 0.626 -0.143 0.3672
C 1.9394 0.0149 -2.4880 0.108 0.073 0.069 0.0799
C 3.1243 -0.1028 -3.2130 -0.029 -0.027 0.023 -1.2554
C 4.3184 -0.2694 -2.5586 0.047 -0.018 -0.034 -0.7786
C 4.3161 -0.3660 -1.1539 0.104 0.019 -0.018 0.7192
H 6.2804 -1.0057 1.5844 -0.004 -0.015 -0.016 0.5733
H 4.7530 -1.2054 3.6805 -0.008 0.038 0.001 0.5264
H 2.4631 -0.9790 4.6238 -0.003 0.021 -0.010 0.4752
H 0.5652 -0.4203 3.0933 -0.026 -0.120 -0.038 0.5122
H 1.0041 0.1614 -2.9947 -0.047 -0.009 -0.024 0.3642
H 3.0869 -0.0585 -4.2924 -0.004 0.025 0.014 0.5285
H 5.2431 -0.3337 -3.1110 0.005 -0.014 0.003 0.6147
C 3.4620 7.6161 -4.3364 0.006 -0.021 0.001 -0.8319
O 2.0884 7.7021 -4.7493 0.023 0.054 0.057 -0.3910
C 1.1256 7.4265 -3.8954 0.060 0.012 -0.011 0.8961
C 1.3434 6.9102 -2.5985 -0.033 -0.056 0.049 -0.4495
C 0.2692 6.6340 -1.7922 0.040 0.011 0.023 -0.4255
C -1.0348 6.8860 -2.2588 -0.126 -0.037 0.100 0.0566
C -1.2450 7.4727 -3.5244 -0.026 0.042 -0.018 -0.2531
C -0.1812 7.7044 -4.3448 -0.078 0.033 -0.042 -0.6994
N -2.1552 6.6699 -1.4917 -0.047 -0.181 -0.271 -0.3183
N -2.3194 5.9656 -0.5280 0.029 0.047 0.255 -0.2201
C -1.8324 4.7574 -0.1022 0.062 0.050 -0.093 -0.0702
C -1.6688 4.5830 1.2745 0.079 0.022 0.019 -0.5501
C -1.0787 3.4450 1.7971 -0.050 0.105 0.086 -1.2129
C -0.6845 2.4198 0.9453 0.052 -0.245 -0.011 0.4071
O -0.1032 1.3299 1.3768 0.276 0.742 0.152 -0.4630
C -0.9970 2.5188 -0.4452 0.264 -0.080 -0.046 0.6260
N -0.7228 1.4037 -1.1889 -0.639 -0.617 -0.217 -1.1476
C -1.0527 1.3953 -2.4666 -0.212 0.078 0.124 0.0354
C -1.6765 2.4884 -3.0863 0.021 0.026 0.000 -1.6811
C -1.9502 3.6151 -2.3583 0.019 0.045 -0.052 -0.4561
C -1.5820 3.6645 -0.9995 -0.003 0.067 0.038 0.4009
H 4.0418 7.9382 -5.1926 0.004 0.007 -0.026 0.2527
H 3.7223 6.5897 -4.0789 -0.009 -0.017 -0.013 0.3430
H 3.6463 8.2823 -3.4945 -0.011 0.013 0.005 0.3730
H 2.3458 6.7463 -2.2323 -0.009 0.027 -0.006 0.4548
H 0.4265 6.2799 -0.7808 0.000 -0.043 -0.027 0.5163
H -2.2542 7.7188 -3.8299 0.021 -0.004 0.016 0.5053
H -0.3067 8.1412 -5.3263 0.018 -0.026 0.008 0.4781
H -1.9662 5.3932 1.9286 0.012 -0.014 -0.006 0.5268
H -0.9158 3.3399 2.8611 0.021 0.034 -0.023 0.5667
H -0.8834 0.4792 -3.0124 -0.052 -0.081 0.025 0.5454
H -1.9630 2.4149 -4.1261 0.014 -0.007 0.008 0.5007
H -2.4822 4.4410 -2.8130 0.069 0.007 -0.019 0.6980
C -3.1007 -4.3857 2.2931 0.120 0.003 0.017 -1.1482
N -2.4048 -3.0978 2.4185 -0.053 -0.132 0.225 0.5027
C -2.2482 -2.6258 3.8041 -0.088 -0.021 -0.047 -0.9053
P -2.2235 -2.0310 1.2282 0.341 -0.116 -0.139 -0.7157
O -0.9305 -1.2510 1.3632 -1.004 0.437 0.248 -0.5313
O -2.0806 -2.9704 -0.0917 -0.006 0.254 -0.121 -0.4511
P -0.8713 -2.9069 -1.1653 -0.058 0.001 0.134 -0.2662
O -0.4588 -1.4525 -1.3893 0.415 -0.738 -0.313 -0.7513
N -1.4559 -3.5005 -2.5367 0.079 0.052 -0.364 0.3596
C -2.2796 -2.6816 -3.4350 -0.063 -0.103 0.062 -0.9077
C -1.4932 -4.9418 -2.8181 -0.039 0.017 0.001 -1.0256
N 0.2892 -3.8386 -0.5421 0.112 0.103 0.271 0.5903
C 0.0445 -4.9088 0.4319 0.025 0.028 -0.023 -1.0195
C 1.7021 -3.5316 -0.7707 -0.049 -0.100 -0.082 -0.9728
N -3.5329 -1.0939 1.0535 -0.050 0.137 0.008 0.5174
C -4.8735 -1.6916 1.1407 0.002 -0.010 0.037 -1.0338
C -3.5046 0.1621 0.3078 -0.065 -0.081 -0.011 -1.1651
H -4.0672 -4.3513 2.7986 -0.009 0.011 -0.001 0.4442
H -2.5012 -5.1655 2.7633 0.018 -0.003 -0.007 0.3139
H -3.2587 -4.6421 1.2489 -0.013 0.007 0.001 0.3035
H -3.2199 -2.4933 4.2836 -0.003 0.004 -0.009 0.2922
H -1.7142 -1.6782 3.8236 0.001 0.003 -0.004 0.1880
H -1.6768 -3.3623 4.3683 0.008 -0.006 -0.013 0.3451
H -2.2336 -1.6350 -3.1434 -0.003 -0.005 0.009 0.1096
H -3.3200 -3.0111 -3.4116 0.000 0.001 0.023 0.3444
H -1.9101 -2.7806 -4.4556 0.020 -0.006 0.006 0.3357
H -0.7563 -5.4684 -2.2177 0.012 0.010 -0.002 0.3173
H -1.2588 -5.1027 -3.8695 0.021 0.013 -0.001 0.3378
H -2.4836 -5.3533 -2.6157 -0.004 0.012 0.008 0.3292
H -1.0123 -5.1565 0.4773 0.016 -0.011 -0.014 0.3073
H 0.3799 -4.6071 1.4268 -0.004 0.018 -0.003 0.2663
H 0.5953 -5.8004 0.1318 -0.010 -0.005 -0.016 0.4476
H 1.8068 -2.7760 -1.5464 -0.001 0.006 -0.028 0.2038
H 2.2285 -4.4298 -1.0946 -0.003 -0.002 -0.009 0.4599
H 2.1652 -3.1698 0.1523 -0.019 -0.011 0.001 0.2707
H -4.8831 -2.5138 1.8506 -0.002 0.015 -0.001 0.2555
H -5.2132 -2.0557 0.1679 0.015 0.013 0.000 0.3361
H -5.5710 -0.9335 1.4933 0.015 0.004 0.015 0.3577
H -2.5008 0.5665 0.2993 0.016 0.005 0.056 0.2006
H -4.1639 0.8798 0.7965 -0.010 -0.011 0.008 0.5287
H -3.8466 0.0228 -0.7229 0.002 -0.011 0.005 0.3049
```
Forces are in eV/Å.

Calculated values
* molecular weight: 981.97 g mol⁻¹
* strongest force on any atom: 1.66 eV/Å
* spin multiplicity: 2
* gap between HOMO and LUMO (alpha / beta): 6.5 / 6.3 eV
* total energy: -88657.7949 eV
* HOMO (alpha / beta): -0.5427 / -0.5686 hartree
* charge: +3
* LUMO (alpha / beta): -8.243 / -9.132 eV

C36H44HfN2Si as an isolated structure in a non-equilibrium geometry. Source: the Open Molecules 2025 dataset; level of theory: the ωB97M-V functional and the def2-TZVPD basis.

Structure (XYZ):
```
84
Properties=species:S:1:pos:R:3:forces:R:3:mulliken_charge:R:1
C 0.9095 1.6822 0.1003 -0.844 0.666 0.344 -0.7725
C -0.2021 1.9790 -0.7675 0.418 1.009 1.212 -0.7160
C -1.3990 1.9526 0.0015 0.621 0.122 0.807 -0.7916
H -0.1279 2.3305 -1.7992 -0.073 -0.408 0.507 0.9049
C -1.0541 1.6362 1.3678 0.953 1.348 0.251 -0.1767
C 0.3855 1.4756 1.4315 -0.591 1.660 0.457 -0.2631
H 0.9572 1.3433 2.3593 -0.248 0.000 -0.617 0.5637
H 1.9634 1.7365 -0.1845 -0.403 -0.217 0.124 0.5655
H -2.3875 2.2404 -0.3606 0.290 -0.359 0.082 0.5229
H -1.7381 1.6232 2.2282 0.399 -0.052 -0.546 0.6670
Hf -0.4297 -0.3070 0.1634 0.044 1.266 -3.528 1.1989
C -0.6977 -2.0094 -0.9161 0.091 -2.478 -1.974 -1.5085
H -1.5704 -2.1787 -0.2859 -0.152 -1.425 -0.327 0.4654
H 0.1421 -2.7053 -0.7713 -0.802 -0.508 -0.224 0.3060
H -1.0109 -1.8726 -1.9652 0.240 -0.899 0.589 0.7591
Si 0.2740 0.2466 -3.4419 -0.812 -3.869 0.975 0.3738
C 1.6251 -1.0727 -3.8872 -0.002 2.081 -0.666 0.6080
C 2.5834 -0.0900 -4.2194 0.639 -0.132 0.357 -0.3961
H 2.3490 0.9806 -4.1002 0.549 -0.634 0.201 0.2771
C 3.8417 -0.3908 -4.7100 0.107 -0.507 -0.379 -0.8518
H 4.5473 0.4373 -4.7542 0.099 -0.422 -0.486 0.3898
C 4.1289 -1.7142 -5.0693 0.068 0.441 0.640 -0.4535
H 5.1202 -1.9333 -5.4773 -0.442 -0.169 0.168 0.3863
C 3.1707 -2.7227 -4.8384 -0.219 0.493 0.146 -0.4813
H 3.4432 -3.7673 -5.0451 -0.373 0.560 -0.112 0.3942
C 1.9057 -2.4090 -4.2960 0.228 0.181 0.247 -0.3862
H 1.1689 -3.2179 -4.2371 0.235 0.424 0.322 0.4186
C -1.2268 0.1028 -4.4060 0.455 -1.056 -0.793 0.7518
C -0.7043 0.6957 -5.5832 -1.579 1.186 0.518 -0.8978
H 0.2607 0.3948 -5.9948 -0.142 0.075 0.150 0.6220
C -1.3386 1.8616 -6.0188 -0.054 -0.272 -0.744 -0.4053
H -0.8502 2.4309 -6.8126 -0.456 -0.028 0.114 0.4055
C -2.5451 2.2769 -5.4325 0.574 0.008 -0.317 -0.6434
H -3.0247 3.2000 -5.7993 0.220 -0.629 0.400 0.4020
C -3.1125 1.4986 -4.4225 -0.752 -0.223 0.019 -0.3156
H -4.0597 1.7768 -4.0018 -0.445 0.242 -0.065 0.4289
C -2.4880 0.3731 -3.8892 0.359 1.161 -1.001 -0.8106
H -2.9326 -0.2426 -3.1032 0.260 0.472 0.062 0.5230
H -0.6116 -0.1556 -1.9731 1.588 1.451 -0.878 -0.3201
H 0.6602 1.6481 -3.7177 0.186 -0.139 1.104 -0.1617
C -3.1482 -0.3699 6.2448 -0.084 0.015 0.002 -2.0282
C -3.9968 -0.2345 4.9891 -0.050 -0.212 0.041 1.6591
C -5.2997 -1.0338 5.1415 0.048 -0.252 0.019 -1.5223
C -4.3265 1.2483 4.7387 0.205 -0.023 -0.085 -1.5145
C -3.2664 -0.7861 3.7752 -0.404 0.230 0.208 0.5461
C -3.9346 -0.6789 2.5497 -0.094 -0.203 -0.588 -0.5597
C -3.2382 -0.9101 1.3929 1.540 0.356 0.932 -1.0697
N -1.8908 -1.1269 1.5066 -0.229 -1.221 -0.026 -0.5743
C -1.2482 -1.5244 2.6503 -2.246 1.524 -0.921 0.2480
C -1.9830 -1.3344 3.8066 0.412 0.151 0.007 -0.2030
C 0.2011 -1.8060 2.5880 2.165 0.220 -0.141 -0.4372
C 0.9525 -2.2902 3.6657 -1.170 0.164 -0.236 0.1117
C 2.3469 -2.4233 3.5950 0.017 0.067 0.478 0.3762
C 2.9910 -2.0770 2.4032 -0.451 0.243 -0.805 -0.7844
C 2.2282 -1.5631 1.3663 -0.693 -0.243 -0.127 -0.8268
N 0.8788 -1.4238 1.4530 0.330 -0.541 1.325 -0.2223
C 3.1761 -2.8813 4.7838 0.115 0.012 0.290 1.7988
C 3.8973 -4.1789 4.4083 -0.013 -0.441 -0.146 -1.5367
C 4.2332 -1.8147 5.1194 -0.054 0.294 -0.114 -1.4749
C 2.3222 -3.1261 6.0318 0.143 -0.081 -0.113 -2.0311
H -3.7063 0.0282 7.0986 0.203 -0.126 -0.094 0.4191
H -2.2231 0.2057 6.1335 -0.029 -0.089 0.194 0.4591
H -2.9132 -1.4249 6.4310 0.007 0.223 0.148 0.4058
H -5.8481 -0.7047 6.0321 0.113 -0.072 -0.217 0.4598
H -5.9414 -0.9077 4.2612 0.012 -0.074 0.310 0.3196
H -5.0511 -2.0991 5.2458 -0.269 0.195 0.047 0.3830
H -3.4031 1.8238 4.5957 -0.184 0.009 0.041 0.3393
H -4.9672 1.3874 3.8590 0.097 0.017 0.248 0.3366
H -4.8465 1.6429 5.6157 0.038 0.008 -0.153 0.4563
H -4.9557 -0.3246 2.4585 0.094 -0.203 0.250 0.4669
H -3.6634 -0.7778 0.3891 0.328 -0.023 0.419 0.4920
H -1.4098 -1.4247 4.6959 -0.193 -0.190 0.968 0.6869
H 0.3605 -2.5269 4.5579 0.726 -0.114 -0.247 0.5557
H 4.0629 -2.1913 2.2352 -0.351 0.038 0.284 0.4941
H 2.6458 -1.2726 0.3890 0.001 -0.128 0.636 0.5712
H 4.5768 -4.0368 3.5514 -0.223 -0.127 0.340 0.3476
H 4.4864 -4.5287 5.2711 -0.161 0.123 -0.361 0.4534
H 3.1608 -4.9602 4.1582 0.341 0.159 0.030 0.3785
H 3.7570 -0.8546 5.3673 0.175 -0.217 -0.018 0.3543
H 4.8103 -2.1519 5.9900 -0.100 0.122 -0.257 0.4453
H 4.9243 -1.6526 4.2811 -0.099 -0.024 0.276 0.3513
H 1.8027 -2.2127 6.3442 0.038 -0.176 0.040 0.4380
H 1.6007 -3.9272 5.8446 -0.013 0.084 0.181 0.4290
H 2.9830 -3.4462 6.8489 -0.272 0.106 -0.199 0.4200
```
Forces are in eV/Å.

Calculated values
* molecular weight: 711.34 g mol⁻¹
* strongest force on any atom: 4.07 eV/Å
* spin multiplicity: 1
* gap between HOMO and LUMO: 6.2 eV
* total energy: -50192.9992 eV
* HOMO: -0.4804 hartree
* charge: +2
* LUMO: -6.878 eV